This record from the OMol25 dataset describes 11 unconnected molecules or ions with the total composition C28H79F6N3O18P. The level of theory is ωB97M-V with the def2-TZVPD basis set.

Calculated values
- Net charge: -1
- LUMO energy: 1.914 eV
- Orbital gap: 8.48 eV

Last column: Mulliken charge in e.
Cartesian coordinates (Å):
P1 8.444 -4.463 10.625  2.027
F1 6.924 -4.921 10.273  -0.495
F2 8.325 -3.251 9.620  -0.391
F3 7.703 -3.569 11.764  0.129
F4 9.903 -3.927 11.000  -0.847
F5 8.528 -5.652 11.759  -0.541
F6 9.104 -5.283 9.382  -0.339
C1 3.092 -1.224 7.892  -0.844
O1 4.026 -1.304 8.999  -0.227
C2 5.319 -0.800 8.652  -0.906
C3 6.308 -0.870 9.789  0.484
N1 6.225 0.333 10.703  -0.489
C4 6.888 -0.038 11.938  2.489
C5 6.741 1.189 12.831  -0.775
O2 5.357 1.480 13.042  -0.449
C6 4.687 0.455 13.843  -0.602
H1 3.043 -0.283 7.344  0.323
H2 2.136 -1.253 8.416  0.268
H3 3.226 -2.118 7.282  0.281
H4 5.204 0.256 8.407  0.405
H5 5.652 -1.231 7.708  0.492
H6 7.369 -0.900 9.544  0.071
H7 6.111 -1.791 10.339  -0.231
H8 5.268 0.431 11.009  0.390
H9 7.918 -0.309 11.709  -1.541
H10 6.582 -0.963 12.427  -0.512
H11 7.243 2.057 12.402  0.356
H12 7.313 0.978 13.734  0.381
H13 3.701 0.899 13.977  0.330
H14 5.009 0.227 14.859  0.245
H15 4.539 -0.500 13.339  0.213
C7 -1.108 -11.020 14.385  -0.670
O3 -1.046 -9.688 13.795  -0.337
C8 -0.679 -8.710 14.754  -0.593
C9 -0.414 -7.285 14.104  -0.708
N2 0.955 -7.109 13.592  -0.349
C10 1.118 -5.720 13.079  -0.907
C11 2.541 -5.493 12.518  -0.063
O4 3.574 -5.392 13.563  -0.517
C12 4.893 -5.463 13.067  -0.060
H16 -0.122 -11.343 14.719  0.263
H17 -1.569 -11.786 13.761  0.249
H18 -1.793 -10.819 15.208  0.299
H19 0.130 -9.042 15.405  0.353
H20 -1.586 -8.611 15.350  0.383
H21 -0.611 -6.502 14.836  0.430
H22 -1.107 -7.077 13.289  0.391
H23 0.846 -7.663 12.755  0.238
H24 0.982 -4.975 13.863  0.395
H25 0.328 -5.521 12.355  0.459
H26 2.683 -4.621 11.879  0.357
H27 2.820 -6.355 11.912  0.031
H28 5.061 -4.696 12.310  0.039
H29 4.992 -6.440 12.595  0.367
H30 5.491 -5.325 13.968  -0.064
C13 7.342 -12.602 6.015  -0.944
O5 6.927 -11.521 6.830  -0.365
C14 5.873 -11.848 7.713  -0.702
C15 5.462 -10.631 8.531  -0.630
N3 4.759 -9.609 7.699  -0.502
C16 4.435 -8.388 8.433  -0.272
C17 3.871 -7.292 7.481  -0.707
O6 3.322 -6.112 8.084  -0.386
C18 4.337 -5.263 8.671  -0.569
H31 8.310 -12.467 5.533  0.283
H32 6.542 -12.807 5.304  0.347
H33 7.449 -13.513 6.604  0.329
H34 6.271 -12.653 8.331  0.426
H35 4.953 -12.109 7.190  0.340
H36 6.319 -10.187 9.038  0.325
H37 4.688 -10.910 9.246  0.452
H38 5.392 -9.358 6.953  0.478
H39 5.345 -8.064 8.937  0.090
H40 3.695 -8.613 9.202  0.381
H41 3.093 -7.713 6.844  0.407
H42 4.634 -7.142 6.717  0.312
H43 5.128 -4.928 8.000  0.305
H44 4.820 -5.752 9.517  0.205
H45 3.867 -4.361 9.065  0.228
C19 8.015 -8.270 5.811  -0.945
C20 8.324 -7.770 7.266  1.054
O7 9.089 -8.746 7.860  -0.601
O8 6.953 -9.138 5.711  -0.554
H46 8.799 -8.915 5.413  0.412
H47 7.994 -7.493 5.046  0.386
H48 7.398 -7.693 7.836  -0.317
H49 8.902 -6.846 7.267  -0.073
H50 9.285 -8.474 8.759  0.439
H51 7.142 -9.908 6.253  0.402
C21 10.491 -0.830 10.542  0.596
C22 10.225 0.639 11.001  -0.830
O9 10.184 0.733 12.445  -0.503
O10 11.623 -1.470 11.106  -0.723
H52 10.485 -0.986 9.464  0.408
H53 9.574 -1.347 10.824  -0.534
H54 9.378 0.991 10.411  0.356
H55 11.097 1.133 10.571  0.458
H56 10.957 0.256 12.755  0.354
H57 12.081 -2.003 10.453  0.325
C23 11.694 -4.188 7.610  0.026
C24 12.429 -4.288 8.952  0.170
O11 12.978 -3.016 9.312  -0.549
O12 12.702 -4.031 6.601  -0.574
H58 11.089 -3.284 7.542  0.194
H59 11.060 -5.061 7.459  0.042
H60 13.174 -5.083 8.981  0.301
H61 11.727 -4.594 9.728  -0.163
H62 13.703 -2.766 8.734  0.275
H63 13.198 -3.212 6.667  0.317
C25 7.460 -1.939 15.678  -0.927
C26 6.846 -3.096 14.893  -0.177
O13 7.902 -3.910 14.356  -0.185
O14 8.155 -1.063 14.780  -0.378
H64 8.103 -2.394 16.431  0.309
H65 6.656 -1.408 16.187  0.466
H66 6.252 -2.773 14.038  0.126
H67 6.179 -3.594 15.597  0.284
H68 7.641 -3.972 13.435  -0.087
H69 8.818 -1.551 14.285  0.389
C27 8.253 -7.393 15.897  -0.148
C28 9.364 -6.924 14.893  0.395
O15 10.435 -7.684 15.236  -0.587
O16 7.891 -8.680 15.814  -0.542
H70 7.378 -6.827 15.578  0.039
H71 8.516 -7.145 16.925  0.263
H72 9.544 -5.851 14.953  0.044
H73 9.020 -6.992 13.860  -0.092
H74 10.713 -8.203 14.477  0.343
H75 6.994 -8.766 16.146  0.342
O17 10.047 -2.262 13.252  -0.819
H76 10.585 -2.002 12.504  0.493
H77 9.624 -3.074 12.974  -0.006
O18 9.409 -7.778 10.393  -0.828
H78 9.088 -6.884 10.270  0.309
H79 10.216 -7.676 10.898  0.314